[1]
ORCA calculation (wB97M-V/def2-TZVPD) on 2 unconnected molecules or ions with the total composition C6H16.

Structure (ORCA input):
```
! wB97M-V def2-TZVPD RIJCOSX def2/J DEFGRID3
* xyz 0 1
C -0.20954 0.61502 -1.96924
C -0.10080 1.14574 -0.54999
C 1.24824 1.86976 -0.36566
C -1.27149 2.07631 -0.18527
H 0.28848 -0.35156 -2.10657
H 0.24360 1.30190 -2.69318
H -1.25113 0.49473 -2.28410
H -0.09371 0.30785 0.14965
H 1.36451 2.59851 -1.16517
H 1.26277 2.43583 0.57268
H 2.06988 1.15192 -0.36666
H -1.85921 1.71044 0.66744
H -0.92590 3.06882 0.10696
H -1.94582 2.19511 -1.04075
C 0.30936 -2.36921 2.13174
C -0.02115 -2.79105 0.69050
H -0.55586 -1.88759 2.59388
H 0.55012 -3.24519 2.72984
H 1.12249 -1.64925 2.15295
H -1.01444 -3.21545 0.59659
H 0.70518 -3.52325 0.32029
H 0.08443 -1.93941 0.01407
*
```

HOMO in eV: -11.1
SMILES string: CC(C)C.CC
Kohn-Sham gap in eV: 12.2
Energy above the lowest of the compared OMol25 structures with the same formula, charge and spin in eV: 0.302

***

[2]
ORCA calculation (wB97M-V/def2-TZVPD) on 2 unconnected molecules or ions with the total composition C4H9NS.

Structure (ORCA input):
```
! wB97M-V def2-TZVPD RIJCOSX def2/J DEFGRID3
* xyz 0 1
C 0.68893 -1.01786 1.62876
C -0.32914 -0.66574 0.62406
C 0.19365 -0.82588 -0.76465
C -1.53093 -0.28879 0.99944
N -2.61667 0.15060 1.29061
H 0.29453 -1.11209 2.58510
H 1.59352 -0.38031 1.62636
H 1.23876 -1.96211 1.42729
H -0.11499 0.08177 -1.40891
H -0.21328 -1.79392 -1.24299
H 1.28566 -0.66331 -0.65556
H -3.41044 -0.40635 1.18528
S 1.04633 2.72547 -1.87292
H 0.65518 2.26685 -2.97369
H 1.21889 3.89167 -2.44819
*
```

HOMO in eV: -8.1
SMILES string: CC(C)=C=N.S
Kohn-Sham gap in eV: 8.9
Energy above the lowest of the compared OMol25 structures with the same formula, charge and spin in eV: 2.417

***

[3]
ORCA calculation (wB97M-V/def2-TZVPD) on 3 unconnected molecules or ions with the total composition C6H8ClO6.

Structure (ORCA input):
```
! wB97M-V def2-TZVPD RIJCOSX def2/J DEFGRID3
* xyz -1 1
Cl 0.07510 -0.56701 0.05719
C -2.84525 0.85014 -1.30560
C -3.51856 -0.51790 -1.66218
O -4.86738 -0.16182 -1.40394
C -5.04559 1.20222 -1.42829
O -6.15552 1.70714 -1.38085
O -3.84255 1.82414 -1.68154
H -1.92079 0.90251 -1.88069
H -2.44458 0.85141 -0.29191
H -3.20645 -1.26934 -0.93690
H -3.37100 -0.86196 -2.68587
C 3.59592 -1.41085 1.65104
C 3.83248 -0.37951 0.49758
O 4.21960 0.80683 1.25002
C 3.75322 0.75169 2.45669
O 3.61974 1.72681 3.21956
O 3.40490 -0.50425 2.67910
H 4.51508 -1.99666 1.64272
H 2.65076 -1.92497 1.47649
H 2.92438 -0.31561 -0.10190
H 4.62644 -0.71300 -0.17063
*
```

HOMO in eV: -4.9
Kohn-Sham gap in eV: 8.1
Energy above the lowest of the compared OMol25 structures with the same formula, charge and spin in eV: 1.179

***

[4]
ORCA calculation (wB97M-V/def2-TZVPD) on 10 unconnected molecules or ions with the total composition C18H56O18.

Structure (ORCA input):
```
! wB97M-V def2-TZVPD RIJCOSX def2/J DEFGRID3
* xyz 0 1
O 23.82560 6.35000 9.28763
C 24.06001 7.75118 9.32472
C 23.59089 8.38159 10.61692
O 22.21315 8.76435 10.49850
H 22.90093 6.17204 9.48859
H 25.12338 7.97428 9.24973
H 23.54216 8.21447 8.47944
H 24.21129 9.25285 10.86925
H 23.68613 7.71987 11.49321
H 21.93708 9.41162 11.14657
O 25.34969 6.63686 13.47860
C 26.62421 6.79405 12.85066
C 27.18006 8.17562 13.08181
O 26.37228 9.07824 12.34056
H 24.92139 7.50208 13.44376
H 27.29545 6.04015 13.25590
H 26.53455 6.63133 11.76826
H 28.22951 8.18732 12.77120
H 27.13076 8.37930 14.15730
H 26.68345 9.97838 12.47424
O 29.80443 7.81742 7.52900
C 30.85764 8.62652 6.99756
C 30.89744 10.01040 7.62827
O 29.73698 10.78567 7.36130
H 28.99121 8.35197 7.41171
H 31.80706 8.13428 7.24008
H 30.80831 8.67903 5.90296
H 31.74948 10.59119 7.27888
H 30.99606 9.82859 8.71027
H 29.02647 10.65043 8.05589
O 21.92815 3.65038 13.26423
C 22.86450 4.53910 12.69016
C 23.34936 4.18019 11.29790
O 22.26511 4.01898 10.36432
H 22.39214 2.81626 13.40999
H 22.38669 5.52532 12.68480
H 23.77539 4.66577 13.29118
H 23.82245 3.19689 11.32473
H 24.01647 4.98717 10.97778
H 21.67782 4.77392 10.49903
O 22.61235 2.96274 6.02442
C 23.12818 3.69748 7.13873
C 23.84063 2.78177 8.06810
O 24.96275 2.23187 7.35462
H 21.88338 3.41469 5.60141
H 23.84654 4.41902 6.73204
H 22.29977 4.23712 7.60442
H 23.26689 1.95424 8.48410
H 24.28932 3.35667 8.88491
H 25.39833 1.58218 7.90865
O 30.79252 6.02030 9.59361
C 31.64938 6.72775 10.50482
C 31.41342 6.28162 11.93296
O 30.12585 6.66031 12.38313
H 30.51593 6.61563 8.88185
H 32.67800 6.56210 10.15959
H 31.44166 7.80377 10.43167
H 32.17711 6.73682 12.56256
H 31.49958 5.19284 11.99488
H 29.51257 5.95256 12.05214
O 30.10977 2.81457 10.03182
C 28.89282 2.41060 10.60546
C 28.52633 3.29324 11.80140
O 28.43100 4.67502 11.44767
H 30.13447 3.76949 9.82898
H 28.06838 2.43747 9.87052
H 28.96479 1.37420 10.94653
H 29.29818 3.24031 12.56966
H 27.57786 3.00433 12.27446
H 27.65379 4.87704 10.89402
O 27.85427 10.28098 9.29001
C 26.49494 10.01286 8.95275
C 26.23347 10.08378 7.47828
O 26.88086 9.03301 6.79962
H 28.07941 9.93933 10.16084
H 26.20377 9.01494 9.31579
H 25.79568 10.67159 9.48082
H 26.56419 11.05322 7.09243
H 25.14844 10.00244 7.35828
H 26.69654 9.11328 5.85920
C 29.64033 5.58812 5.04948
O 30.52654 5.49395 6.14106
H 30.02603 5.05396 4.18670
H 28.65642 5.17774 5.30475
H 29.50180 6.64271 4.77579
H 30.22683 6.17244 6.77653
C 27.14753 5.75953 8.61952
O 26.39012 5.32821 9.76370
H 28.19586 5.70721 8.90362
H 27.01222 5.01555 7.82336
H 26.82649 6.70781 8.19214
H 25.47766 5.64078 9.63557
*
```

HOMO in eV: -9.6
SMILES string: OCCO.OCCO.OCCO.OCCO.OCCO.OCCO.OCCO.OCCO.CO.CO
Kohn-Sham gap in eV: 9.5
Energy above the lowest of the compared OMol25 structures with the same formula, charge and spin in eV: 0.658

***

[5]
ORCA calculation (wB97M-V/def2-TZVPD) on 2 unconnected molecules or ions with the total composition C12H13F9O8S.

Structure (ORCA input):
```
! wB97M-V def2-TZVPD RIJCOSX def2/J DEFGRID3
* xyz -2 1
C 4.24075 0.30765 0.82619
C 3.86209 -0.25202 -0.55339
O 3.84170 0.48510 -1.46966
O 3.54269 -1.55946 -0.76409
C 2.37704 -2.00186 -0.03348
C 1.29571 -0.91750 0.22763
C -0.06355 -1.68772 0.38193
C -1.10783 -0.94927 1.28403
C -0.84696 0.56826 1.47811
C -2.08530 1.36136 1.93106
F -3.17764 1.05601 1.20422
F -2.34259 0.97485 3.22385
C -1.82064 2.91592 1.99283
F -2.56647 3.40164 3.01461
F -0.53942 3.09741 2.34626
C -2.19487 3.69757 0.70070
F -1.87603 5.00006 0.94748
F -3.50218 3.68861 0.46857
C -1.41216 3.31173 -0.58800
F -1.69110 4.23925 -1.51590
F -0.10845 3.34451 -0.40107
F -1.81099 2.17347 -1.09683
O -0.54504 -2.10498 -0.86744
C -1.14931 -1.07688 -1.57701
O -0.62064 -0.64317 -2.51577
H 5.33176 0.27196 0.98212
H 3.97688 1.37799 0.80114
H 3.68182 -0.13831 1.66209
H 1.89514 -2.77472 -0.66508
H 2.62397 -2.48716 0.93334
H 1.56854 -0.40396 1.16992
H 1.15951 -0.21750 -0.61380
H 0.20093 -2.62251 0.91509
H -1.09595 -1.43094 2.27859
H -2.13487 -1.08967 0.91115
H -0.12100 0.66716 2.30423
H -0.38761 1.06823 0.61308
H -2.09803 -0.62333 -1.22458
O -0.80040 -3.77419 -5.21400
S -0.85895 -4.00700 -3.74597
O -0.91600 -5.47113 -3.47230
O -2.07995 -3.34434 -3.17687
O 0.35539 -3.43112 -3.10298
*
```

HOMO in eV: 0.6
Kohn-Sham gap in eV: 3.2

***

[6]
ORCA calculation (wB97M-V/def2-TZVPD) on a single C3H4OS molecule.

Structure (ORCA input):
```
! wB97M-V def2-TZVPD RIJCOSX def2/J DEFGRID3
* xyz 0 1
O -1.96741 -1.30737 0.06138
C -0.87223 -0.90139 -0.11750
C -0.43762 0.60385 -0.05513
C 1.08196 0.16099 0.03411
S 0.85730 -1.63630 -0.02994
H -0.98073 1.19874 0.73627
H -0.82310 1.06838 -0.90528
H 1.55403 0.34550 1.00594
H 1.58780 0.46760 -0.72985
*
```

HOMO in eV: -9.6
SMILES string: O=C1CCS1
Kohn-Sham gap in eV: 10.1
Energy above the lowest of the compared OMol25 structures with the same formula, charge and spin in eV: 0.820

***

[7]
ORCA calculation (wB97M-V/def2-TZVPD) on 2 unconnected molecules or ions with the total composition C4H9NO2S.

Structure (ORCA input):
```
! wB97M-V def2-TZVPD RIJCOSX def2/J DEFGRID3
* xyz 0 1
O -2.24979 0.39917 -1.66051
C -1.43200 0.22382 -0.78649
N -1.51458 0.86903 0.42921
C -0.53880 0.90568 1.50059
O -0.36092 -0.31207 2.18092
C -0.31404 -0.84123 -0.96924
C 1.16101 -0.30784 -0.99284
S 2.10285 -0.98589 0.35866
H -2.27860 1.52337 0.28380
H 0.43049 1.27108 1.14372
H -1.00833 1.59090 2.19360
H 0.51653 -0.67060 2.00843
H -0.43933 -1.59677 -0.20439
H -0.54731 -1.09692 -1.99527
H 0.99819 0.78093 -1.04491
H 1.65886 -0.70968 -1.87804
H 3.81577 -1.04297 -0.56726
*
```

HOMO in eV: -9.6
Kohn-Sham gap in eV: 8.3
Energy above the lowest of the compared OMol25 structures with the same formula, charge and spin in eV: 3.277

***

[8]
ORCA calculation (wB97M-V/def2-TZVPD) on a molecular structure, C6H8LiNaO6.

Structure (ORCA input):
```
! wB97M-V def2-TZVPD RIJCOSX def2/J DEFGRID3
* xyz 0 1
O -0.67279 -0.61802 2.83281
C 0.35325 -1.27105 2.25750
C -1.85976 -1.41056 2.71665
O -0.14231 -2.24772 1.41163
C -1.57266 -2.28727 1.49330
H -2.71181 -0.73656 2.58622
H -1.98854 -2.00097 3.63356
H -1.99925 -1.87642 0.56944
H -1.88486 -3.32868 1.62343
O 1.26239 -0.50506 1.76770
Li 2.39935 -1.27394 0.42935
C 1.80419 0.87768 -0.01844
C 0.97023 0.86757 -1.26096
O 0.94456 2.19425 -1.88158
C 0.30601 2.35790 -3.05608
O -0.34197 1.40151 -3.55502
O 0.53536 3.44483 -3.65194
H 1.36864 1.57206 0.71919
H 2.78330 1.35213 -0.21395
H -0.07014 0.56732 -1.07408
H 1.37225 0.16090 -2.00499
Na -0.85543 2.76010 -5.32375
*
```

HOMO (alpha / beta) in eV: -6.2 / -5.6
Kohn-Sham gap (alpha / beta) in eV: 5.7 / 5.1
Energy above the lowest of the compared OMol25 structures with the same formula, charge and spin in eV: 3.083

***

Largest force on an atom
In order: 0.8; 2.8; 4.1; 1.7; 2.8; 5.8; 4.3; 5.9
Unit: eV Å⁻¹